Molecular formula: C33H77N11O11
Method: DFT, ωB97M-V/def2-TZVPD

Computed properties:
HOMO energy = -0.319 Eh
Structure (SMILES) = CN(C)C=O.CN(C)C=O.CN(C)C=O.CN(C)C=O.CN(C)C=O.CN(C)C=O.CN(C)C=O.CN(C)C=O.CN(C)C=O.CN(C)C=O.CN(C)C=O
HOMO-LUMO gap = 8.83 eV
Calculated total energy = -74378.87236 eV
ΔE to the lowest compared entry with this formula, charge and spin = 10.675 eV

```
132
Properties=species:S:1:pos:R:3:forces:R:3:mulliken_charge:R:1
C 1.283 1.800 7.053 0.49 -2.43 1.37 0.18
O 1.545 0.722 7.616 -0.47 1.55 0.33 -0.63
N 1.313 1.838 5.740 -0.43 2.60 -2.63 0.14
C 1.465 0.656 4.911 0.71 0.03 1.38 -0.83
C 1.180 3.052 4.895 0.00 0.33 -0.02 -0.87
H 0.981 2.721 7.574 0.21 -0.03 -0.08 0.30
H 0.822 0.831 4.049 0.29 -0.70 -0.09 0.12
H 1.275 -0.202 5.557 -0.70 -0.09 -0.37 0.36
H 2.528 0.528 4.702 0.01 0.14 -0.80 0.32
H 0.385 2.888 4.168 0.05 -0.05 -0.09 0.32
H 0.988 4.039 5.316 -0.48 -0.48 1.21 0.33
H 2.087 3.333 4.360 0.36 -0.86 -0.28 0.26
C 3.774 2.645 1.506 -0.57 -4.63 0.17 0.26
O 4.065 3.774 1.482 0.30 5.05 -0.65 -0.64
N 4.619 1.736 2.033 0.13 -3.35 0.97 0.22
C 4.284 0.204 2.135 1.13 1.65 -0.12 0.73
C 5.992 2.161 2.313 0.14 -0.77 0.58 -1.14
H 2.889 2.141 1.089 -0.44 0.40 0.04 0.32
H 3.306 -0.107 1.769 0.04 0.79 -0.12 -0.77
H 4.398 -0.179 3.149 -0.23 0.64 0.22 0.12
H 5.029 -0.371 1.585 -0.01 0.27 -0.29 -0.17
H 6.080 3.127 2.811 -0.41 0.24 -0.69 0.32
H 6.487 1.522 3.045 -0.35 -0.58 -0.02 0.34
H 6.587 2.068 1.405 0.10 0.55 -0.03 0.29
C -5.653 1.528 -2.048 -0.96 0.16 1.55 0.34
O -6.376 2.504 -1.821 1.50 -0.64 -0.99 -0.68
N -6.030 0.291 -1.700 0.49 -3.47 1.57 0.13
C -5.145 -0.916 -1.635 -0.17 0.47 -0.81 -0.66
C -7.276 -0.005 -1.011 -1.62 0.91 -0.99 -1.08
H -4.613 1.402 -2.384 0.07 1.21 -0.59 0.17
H -4.947 -1.204 -0.603 0.08 0.09 -0.03 0.28
H -4.223 -0.888 -2.215 0.26 0.90 0.26 0.03
H -5.632 -1.752 -2.136 -0.54 -0.04 0.26 0.33
H -7.460 0.101 0.058 1.21 0.73 0.33 0.32
H -7.957 0.693 -1.499 -0.60 -0.24 0.28 0.38
H -7.634 -1.027 -1.137 0.36 -0.08 -0.80 0.33
C -6.808 -1.350 2.355 -0.87 -0.40 0.64 0.03
O -7.956 -1.556 2.692 -0.33 0.25 -0.01 -0.62
N -5.972 -0.467 2.943 1.03 -1.00 0.60 0.17
C -4.531 -0.593 2.700 -0.31 1.94 -0.08 -0.70
C -6.294 0.347 4.129 -1.55 0.39 -1.40 -1.05
H -6.407 -1.935 1.512 0.61 0.29 0.04 0.44
H -4.194 -1.292 1.935 -0.51 -0.32 0.28 -0.06
H -4.012 -0.682 3.654 0.10 -0.55 -0.08 0.33
H -4.293 0.411 2.349 0.78 0.07 -0.22 0.39
H -6.144 1.390 3.850 0.90 0.11 0.32 0.37
H -7.377 0.392 4.240 -0.07 -0.74 0.16 0.35
H -5.840 0.059 5.078 0.27 -0.14 -0.32 0.33
C -1.916 2.407 -3.138 1.59 3.35 0.87 -0.14
O -2.047 1.293 -2.689 -0.43 -0.29 0.29 -0.32
N -1.577 3.558 -2.375 -1.26 -2.73 -1.61 0.41
C -1.348 4.884 -2.967 -0.04 -1.37 1.27 -0.90
C -1.619 3.381 -0.938 -0.05 -0.60 0.01 -1.02
H -1.924 2.695 -4.200 -0.21 -0.43 -0.16 0.30
H -2.273 5.429 -2.779 0.38 0.71 -0.42 0.37
H -1.033 4.809 -4.007 -0.32 0.03 0.06 0.34
H -0.500 5.207 -2.364 -0.17 0.92 -0.36 0.19
H -2.531 2.878 -0.616 -0.32 0.09 -0.23 0.29
H -0.842 2.656 -0.697 0.38 0.40 0.57 0.18
H -1.576 4.319 -0.383 0.42 -0.05 -0.22 0.38
C -4.917 -4.611 -0.190 1.05 1.10 -0.92 0.00
O -4.218 -3.677 0.159 -0.01 0.35 1.52 -0.56
N -4.695 -5.158 -1.394 -1.26 -1.66 1.13 0.10
C -5.768 -5.934 -1.994 1.09 0.83 -0.35 -0.92
C -3.497 -4.965 -2.150 0.26 0.60 0.73 -0.57
H -5.771 -5.022 0.370 0.04 0.15 -0.01 0.43
H -6.681 -5.782 -1.418 0.05 -0.35 -0.18 0.38
H -5.455 -6.972 -2.111 -0.43 -0.09 -0.14 0.27
H -5.826 -5.404 -2.945 -0.87 -0.74 -0.52 0.31
H -2.987 -5.912 -2.325 -0.34 -0.11 -0.63 0.35
H -3.779 -4.378 -3.023 0.61 -0.24 -0.42 0.33
H -2.798 -4.413 -1.521 -0.17 0.33 -0.18 -0.06
C 0.361 0.021 -0.311 1.50 1.48 3.37 0.39
O 1.378 0.692 0.054 -2.09 -1.55 -1.70 -0.38
N -0.118 -0.976 0.501 -0.07 0.40 -1.72 0.47
C -1.378 -1.624 0.287 -1.19 -0.87 0.29 -1.40
C 0.561 -1.414 1.679 1.50 0.67 0.70 -0.11
H -0.338 0.369 -1.087 0.30 -0.47 -0.27 -0.17
H -1.296 -2.622 -0.144 0.21 0.02 -0.40 0.42
H -2.174 -1.078 -0.221 0.57 0.41 -0.50 0.45
H -1.851 -1.843 1.244 0.21 0.15 0.36 0.34
H 0.783 -2.478 1.763 -0.74 -0.15 -0.20 0.43
H 1.568 -0.999 1.726 -0.24 0.26 -0.23 -0.82
H 0.040 -1.008 2.546 -0.13 -0.42 0.25 0.47
C -0.810 -0.261 -6.397 1.63 1.73 -3.65 0.16
O 0.393 -0.334 -6.575 0.03 -0.20 0.29 -0.60
N -1.495 -0.659 -5.395 -2.16 -2.87 2.56 0.26
C -2.939 -0.616 -5.291 -0.47 1.38 0.14 -0.84
C -0.849 -1.303 -4.297 1.07 -0.19 2.13 -0.90
H -1.452 0.242 -7.136 -0.11 0.07 -0.32 0.25
H -3.141 -0.008 -4.408 -0.33 -0.14 0.19 0.24
H -3.496 -1.548 -5.204 0.67 -0.45 0.03 0.31
H -3.411 -0.086 -6.118 0.40 0.06 -0.24 0.32
H -0.800 -0.569 -3.493 0.13 -0.04 0.23 0.25
H -1.330 -2.173 -3.850 -0.86 0.01 -0.52 0.18
H 0.166 -1.677 -4.429 -0.01 0.56 -0.88 0.39
C 3.900 -3.995 2.861 1.59 0.86 0.89 0.03
O 3.141 -3.052 2.797 -0.06 -0.03 -0.01 -0.50
N 5.205 -3.889 3.367 -0.42 -2.13 -0.18 0.15
C 6.173 -5.031 3.175 -1.00 0.18 -1.87 -0.96
C 5.829 -2.675 3.857 -0.09 -0.22 0.39 -0.68
H 3.596 -5.005 2.547 0.37 -0.02 0.02 0.33
H 6.983 -4.751 2.501 0.16 0.67 0.10 0.36
H 5.667 -5.756 2.538 -0.32 -0.19 0.22 0.31
H 6.668 -5.626 3.942 -0.66 0.75 1.00 0.30
H 6.149 -2.847 4.885 0.62 -0.24 -0.08 0.36
H 6.660 -2.521 3.169 0.22 0.69 0.40 0.31
H 5.204 -1.794 4.004 -0.36 -0.37 -0.85 0.03
C 2.069 2.623 -2.711 0.83 0.06 -0.08 0.37
O 2.587 1.797 -3.444 -0.51 -0.14 0.04 -0.73
N 2.437 3.916 -2.709 0.45 0.64 -0.02 0.19
C 2.079 4.845 -1.611 0.35 -0.18 -1.11 -1.21
C 3.570 4.423 -3.558 -1.07 0.50 0.83 -1.01
H 1.323 2.402 -1.931 -0.11 -0.22 -0.13 0.16
H 3.055 5.053 -1.172 -0.54 0.40 0.81 0.49
H 1.313 4.509 -0.913 0.45 -0.71 0.06 0.33
H 1.632 5.739 -2.047 0.36 0.31 -0.07 0.35
H 3.822 5.360 -3.062 0.19 0.13 -0.35 0.45
H 4.496 3.848 -3.593 -0.47 -0.57 0.12 0.29
H 3.214 4.659 -4.561 0.10 -0.22 -0.02 0.30
C 6.311 0.731 -2.806 3.00 -1.53 0.37 0.03
O 7.508 0.808 -3.192 -3.03 0.13 1.07 -0.66
N 5.892 0.157 -1.618 -0.39 -0.01 -1.43 0.15
C 4.425 0.222 -1.411 1.07 -0.11 1.51 -0.58
C 6.808 -0.334 -0.553 0.12 1.26 -0.53 -0.83
H 5.429 0.968 -3.422 0.32 0.38 -0.10 0.40
H 4.181 -0.704 -0.890 -0.57 0.03 -0.19 0.27
H 3.812 0.419 -2.290 0.47 -0.41 -0.14 0.33
H 4.237 1.052 -0.730 -0.32 0.00 0.22 0.06
H 7.698 -0.824 -0.949 -0.13 0.26 -0.41 0.39
H 7.115 0.558 -0.007 0.44 -0.05 0.13 0.19
H 6.430 -1.001 0.221 -0.88 -0.10 -0.61 0.23
```
Forces are in eV/Å.